Molecular formula: CH4O4
Method: DFT, ωB97M-V/def2-TZVPD

## Properties
SMILES = OOC(O)O
gap between HOMO and LUMO = 11.12 eV

Geometry as ORCA input:
```
! RIJCOSX wB97M-V def2-TZVPD def2/J DEFGRID3
* xyz 0 1
C -0.736 0.076 -0.416
O -0.786 1.261 0.221
O -1.243 -1.006 0.330
O 1.499 -0.117 0.532
O 0.879 -0.378 -0.714
H -0.986 0.016 -1.495
H -0.038 1.213 0.856
H -0.618 -1.718 0.479
H 2.029 0.653 0.206
*
```

=====

Molecular formula: C17H19N5O3
Method: DFT, ωB97M-V/def2-TZVPD

## Properties
SMILES = N[C@@H](Cc1c[nH]c2ccccc12)C(=O)N[C@@H](Cc1c[nH]cn1)C(=O)O
gap between HOMO and LUMO = 8.65 eV

Geometry as ORCA input:
```
! RIJCOSX wB97M-V def2-TZVPD def2/J DEFGRID3
* xyz 0 1
C 0.384 -0.804 0.437
C -0.851 -1.408 0.908
C 1.357 -0.194 1.542
C 2.673 0.361 0.978
C 2.748 1.717 0.817
C 3.592 -0.276 -0.011
C 4.391 0.766 -0.340
C 3.921 -1.712 -0.236
C 5.718 0.514 -0.897
C 5.013 -1.789 -1.004
C 6.031 -0.805 -1.342
C -3.397 -1.561 0.384
C -4.361 -2.146 -0.625
C -3.800 -0.271 1.035
C -3.990 1.157 0.190
C -5.120 1.789 -0.476
C -3.257 3.045 -0.505
H 1.236 0.487 -1.152
H -0.206 1.155 -0.501
H 0.949 -1.712 -0.223
H 1.638 -0.806 2.531
H 0.911 0.661 2.110
H 2.269 2.639 1.243
H 4.635 2.673 0.431
H 3.450 -2.458 0.341
H 6.648 1.233 -0.875
H 5.475 -2.608 -1.656
H 6.914 -1.136 -1.882
H -1.805 -0.559 -0.403
H -3.321 -2.168 1.419
H -2.766 -0.134 1.569
H -4.779 -0.318 1.924
H -6.194 1.436 -0.733
H -2.482 3.698 -0.792
H -5.240 3.724 -1.205
H -2.927 -2.993 -1.405
N 0.287 0.240 -0.659
N 3.931 1.994 0.309
N -2.021 -1.319 0.073
N -2.827 1.946 0.008
N -4.551 2.911 -1.016
O -0.934 -2.124 1.915
O -5.496 -1.860 -0.621
O -3.843 -2.984 -1.606
*
```